[1]
66
Properties=species:S:1:pos:R:3:forces:R:3 method="wB97M-V/def2-TZVPD" charge=+3 homo_ev="-16.89 / -16.89" e_tot_ha=-2316.6951 gap_ev="6.20 / 6.57" s2=2.012 spin_multiplicity=3
Mo -0.238433 0.030721 0.530674 0.0 -0.5 0.3
S 2.269985 -0.590010 -0.081610 0.2 -0.2 -0.3
S 0.604171 3.108436 -0.403009 -0.2 0.7 -0.6
O -2.036706 -0.102450 0.081199 -1.3 -0.3 -0.5
O -0.126796 1.688397 -0.226938 0.0 1.9 -0.6
O 1.933637 -0.241019 -1.431752 0.1 -0.3 -0.2
O 1.968862 0.540176 0.856324 0.3 0.0 0.2
N 1.012004 -1.597717 0.412833 0.1 0.1 -0.4
N -3.246529 -1.832283 -0.803343 0.3 0.2 0.2
N -0.475656 -1.348752 2.060043 0.9 -0.2 0.2
N -4.202307 0.263099 -0.478499 0.5 0.1 0.2
C -0.085581 -1.752690 4.367647 0.0 -0.1 -0.1
C -3.171524 -0.564328 -0.412543 -0.5 -0.4 -0.2
C -0.718813 4.184348 -0.888576 0.2 -0.3 0.2
C 1.753111 -1.888960 2.809365 0.0 -0.1 -0.1
C 6.111071 -2.912052 0.117703 -0.2 0.0 0.0
C 4.894326 -3.507736 -0.235385 0.0 0.0 0.0
C -0.974769 5.263199 -0.047638 0.2 -0.1 0.2
C -2.007940 6.131454 -0.364404 0.0 0.0 -0.1
C -1.468727 3.954233 -2.038867 -0.1 -0.1 -0.1
C 1.496611 2.888051 -1.937179 0.1 -0.2 0.1
C 3.791079 -1.420326 0.072614 -0.6 0.1 0.2
C -4.203578 1.508932 0.287527 -0.1 0.1 0.1
C -2.760732 5.917501 -1.511040 0.1 0.0 0.1
C -0.929064 -1.450738 3.334775 -0.3 0.2 0.1
C 6.125498 -1.554328 0.464682 0.0 0.0 0.0
C -2.491563 4.833822 -2.344285 0.0 -0.1 -0.1
C 3.726469 -2.773523 -0.266532 0.0 0.0 0.0
C -4.479433 -2.622266 -0.701209 -0.2 -0.1 -0.1
C -2.032720 -2.604776 -1.063571 0.1 0.0 -0.1
C 0.827604 -1.644487 1.794698 0.3 -1.0 1.3
C 1.283074 -1.930422 4.104295 -0.1 0.0 -0.1
C -5.293503 0.096342 -1.436721 -0.3 0.0 -0.2
C 7.372735 -3.708629 0.120618 0.2 0.0 0.0
C 4.975011 -0.792617 0.443790 0.0 0.2 0.1
H 2.780574 -3.220694 -0.545368 0.1 -0.1 0.0
H 4.996109 0.257750 0.704534 0.0 0.0 0.0
H -2.217267 6.975629 0.277704 0.0 0.0 0.0
H -1.281061 -1.996221 -1.564086 0.0 0.0 0.0
H -5.477923 1.056825 -1.916643 0.1 0.0 0.0
H -2.293958 -3.424011 -1.729159 0.0 0.0 0.0
H -4.244764 -3.547662 -0.176285 0.0 0.0 0.0
H 1.966873 -2.114385 4.922770 0.0 -0.1 0.0
H 1.932451 3.857199 -2.184968 -0.1 0.1 0.1
H -1.618828 -3.026484 -0.146343 0.0 0.0 0.0
H -3.071552 4.681493 -3.244964 0.0 0.0 0.0
H -6.214495 -0.218033 -0.945933 0.0 0.0 0.0
H 2.287074 2.158222 -1.774259 0.0 0.0 0.1
H 8.074481 -3.299503 -0.609272 0.0 0.0 0.0
H 7.062029 -1.094761 0.753059 0.0 0.0 0.0
H 0.829817 2.549665 -2.726360 0.0 0.0 0.0
H -3.557750 6.603077 -1.766470 0.0 0.0 0.0
H 2.790107 -2.085673 2.575336 0.0 0.0 0.0
H -1.989956 -1.295545 3.481216 0.0 0.1 0.0
H 7.870188 -3.647321 1.089824 0.0 0.0 0.0
H 7.191490 -4.752641 -0.119918 0.0 0.0 0.0
H -5.236723 -2.089674 -0.133906 0.1 0.0 0.0
H -3.876687 2.347388 -0.324253 0.0 0.0 -0.1
H 4.870310 -4.558466 -0.491687 0.0 0.0 0.0
H -1.264339 3.113382 -2.690511 0.0 0.0 0.0
H -5.218009 1.701907 0.632133 0.0 0.0 0.0
H -0.471157 -1.855694 5.371896 0.0 0.0 0.0
H -4.870457 -2.875465 -1.686168 0.0 0.0 0.0
H -3.554916 1.425859 1.154006 0.0 0.0 0.0
H -5.027065 -0.624166 -2.204470 0.0 0.0 0.0
H -0.365498 5.429405 0.832855 0.0 0.0 0.0

---

[2]
64
Properties=species:S:1:pos:R:3:forces:R:3 method="wB97M-V/def2-TZVPD" homo_ev=-7.26 e_tot_ha=-1548.8736 gap_ev=7.88
O -0.450836 -3.325009 0.647539 -0.2 -0.1 0.2
O -1.384224 0.502206 3.520811 0.3 0.2 -0.1
O -1.702807 -4.125951 -2.843679 -0.2 -0.1 0.1
O 2.307914 0.490386 -0.608819 -0.2 -0.3 0.2
O 2.157705 -1.757534 -2.919250 0.2 0.1 0.1
O -0.377009 5.304683 4.292211 0.0 0.1 0.2
N -0.041124 2.913128 2.838662 -0.1 0.2 0.2
N 0.950666 -1.707691 -0.150001 0.5 0.5 -0.1
N 0.298623 -3.042545 -2.598523 0.2 -0.3 0.2
C 0.344487 -2.913501 -0.167791 0.2 -0.4 -0.4
C -1.300660 3.198079 3.492157 -0.2 0.5 0.0
C 3.020918 1.644249 -0.997988 0.3 0.3 -0.2
C -1.154752 -2.194744 -4.233913 -0.3 0.0 -0.1
C 1.061009 3.482252 3.590930 0.0 0.4 0.1
C 0.681216 -0.608278 0.674410 -0.1 0.2 0.1
C 1.394739 0.571269 0.408146 -0.1 -0.1 0.2
C 1.117315 1.699807 1.153488 0.1 -0.2 -0.1
C 0.005652 0.072763 -3.894000 0.0 -0.1 0.0
C 0.855651 4.995474 3.685884 0.3 -0.2 0.0
C -2.361812 -1.337963 -3.798452 0.0 -0.1 0.0
C -0.843650 0.181430 -2.665073 0.1 0.1 0.0
C -1.443724 4.721261 3.579053 -0.3 -0.3 -0.1
C -2.275096 -0.581336 3.702468 -0.3 -0.2 0.0
C 0.744938 -3.737203 -1.408660 -0.1 -0.1 0.2
C 0.171254 1.695943 2.182485 -0.2 -0.5 -0.1
C -0.517730 0.500887 2.460174 0.3 0.4 -0.1
C 4.002732 1.218360 -2.078994 -0.3 0.0 0.3
C -3.387057 -0.620326 2.658906 0.4 0.1 0.2
C 1.027190 -2.058087 -3.216772 -0.2 -0.1 -0.4
C -0.944810 -3.254593 -3.166554 0.0 0.1 -0.4
C 0.159659 -1.413835 -4.279145 0.1 0.2 -0.1
C -0.260149 -0.625990 1.689245 -0.1 -0.1 0.0
C -1.979104 -0.498164 -2.619277 -0.1 0.0 0.0
H 1.626393 5.455163 4.307197 0.0 0.0 -0.1
H -0.767860 -1.555606 1.876425 0.0 0.0 0.0
H -1.345607 2.773805 4.505427 -0.1 0.0 -0.1
H -4.076716 -1.426049 2.893389 -0.1 -0.1 0.0
H 2.323495 2.402315 -1.383985 0.0 -0.1 0.1
H 1.829086 -3.861869 -1.458530 -0.1 0.0 0.0
H 1.621790 2.629360 0.944262 0.0 0.1 -0.1
H -2.629886 -0.480491 -1.760189 0.0 0.1 0.2
H -1.481374 5.139845 2.561226 0.0 0.0 0.1
H 2.006125 3.261702 3.095403 0.0 0.0 0.0
H 0.240990 -4.704569 -1.366293 0.1 0.2 0.0
H 0.892173 5.430399 2.674628 0.0 0.0 0.1
H -2.978391 -0.788250 1.665874 0.0 0.0 -0.1
H -2.353183 4.993102 4.117232 0.0 0.0 -0.1
H -0.501118 0.791873 -1.844899 0.0 0.1 0.2
H -2.653672 -0.692724 -4.632468 -0.1 -0.1 0.0
H 1.654068 -1.501926 -0.852675 -0.1 -0.2 -0.1
H -1.386652 -2.682987 -5.183245 0.1 0.0 0.1
H -1.733437 -1.534000 3.725605 0.0 0.1 0.1
H -2.701427 -0.403833 4.694064 0.1 -0.1 -0.1
H 4.481427 2.090123 -2.515371 0.1 0.1 0.0
H -0.470876 0.603277 -4.723620 0.1 0.0 0.0
H 1.091037 3.063305 4.610686 0.1 0.0 0.0
H 0.994404 0.501777 -3.732787 0.0 0.0 -0.1
H 3.558791 2.070018 -0.140038 -0.1 0.0 -0.1
H -2.116827 2.790287 2.897599 0.0 0.0 0.1
H -3.197011 -1.997750 -3.564719 0.0 0.0 -0.1
H -3.930354 0.322059 2.657891 -0.1 0.1 0.0
H 4.761639 0.566457 -1.655917 0.1 -0.1 0.0
H 3.478437 0.663498 -2.852228 0.0 0.0 -0.1
H 0.657216 -1.484544 -5.249304 0.0 -0.1 0.1

---

[3]
67
Properties=species:S:1:pos:R:3:forces:R:3 method="wB97M-V/def2-TZVPD" homo_ev=-8.22 e_tot_ha=-1733.5297 gap_ev=7.40
O 0.808539 2.084594 2.343506 -0.1 0.2 -0.2
O -0.322088 3.872351 -1.218075 -0.3 0.1 0.0
O 1.916706 -1.570021 2.232025 0.1 -0.1 0.1
O 4.184736 3.673353 -2.848769 0.4 0.0 0.0
O -1.742308 7.003112 2.416154 0.1 -0.1 0.3
O 1.623876 -3.573250 1.521826 0.1 0.0 0.1
O -3.285967 -3.797342 -0.021165 -0.2 -0.1 0.1
N 1.992919 4.156573 -2.801888 -0.4 0.4 -0.1
N 1.078222 2.386305 -0.283948 0.2 -0.1 0.0
N 0.894635 -3.997398 -0.923737 0.0 -0.5 0.5
N 1.664904 -2.355823 1.331181 0.1 -0.3 0.9
N -1.491800 -6.009205 -0.415047 -0.1 0.1 0.1
C -1.111143 5.801543 2.328756 0.1 -0.2 0.1
C 0.188378 3.303985 2.363886 -0.1 0.2 -0.2
C 3.045922 3.352410 -2.575991 0.0 -0.4 0.1
C -2.723537 -5.867988 -1.162546 -0.1 0.3 0.1
C -0.754629 5.170159 1.148813 -0.1 0.2 0.0
C 0.319317 -4.916112 -1.867439 0.0 -0.3 -0.2
C 0.971656 1.370116 3.553251 0.1 -0.2 0.2
C 2.762550 1.951779 -2.030705 -0.1 0.2 -0.1
C 0.995832 -2.665796 -1.042426 0.2 0.1 0.4
C 1.396939 -1.844907 0.047172 -0.2 0.6 -1.3
C -0.174019 3.945485 3.546236 0.1 -0.2 0.0
C 1.350539 1.657845 -1.501619 0.2 0.0 -0.3
C -2.036490 -3.817411 0.636726 0.3 -0.1 0.2
C 0.806382 -0.640462 -2.374094 0.1 0.0 0.3
C -0.258287 -6.148277 -1.130893 0.1 0.3 -0.3
C -1.532170 -5.255827 0.822119 -0.2 0.2 0.0
C 1.210661 0.165301 -1.298397 -0.1 -0.1 0.0
C 1.510340 -0.456313 -0.112610 -0.1 0.0 -0.1
C 0.710416 -2.000364 -2.256007 0.0 -0.1 -0.1
C -2.080754 7.665072 1.219995 -0.1 0.1 -0.2
C -3.194822 -4.410532 -1.286523 0.0 -0.3 -0.2
C -0.105344 3.935699 1.143474 -0.1 0.0 0.5
C 0.191014 3.392776 -0.209018 0.2 -0.2 -0.1
C -0.806247 5.170240 3.533908 -0.1 0.2 -0.3
H -0.548721 -5.251720 1.291770 0.0 0.0 0.1
H -2.762974 7.065764 0.609434 0.0 0.0 0.0
H 0.604908 1.976240 -2.239089 0.1 -0.1 0.1
H -0.408366 -6.935359 -1.876337 0.1 0.0 0.0
H -2.196242 -3.343696 1.606422 0.1 0.0 0.0
H -2.235369 -5.770125 1.489311 0.1 0.1 0.1
H -1.315809 -3.217666 0.061224 0.0 -0.1 0.1
H 0.496293 -6.502342 -0.420868 0.1 -0.1 -0.1
H 1.178521 -4.379513 -0.024520 -0.1 0.3 -0.3
H 0.041760 3.488946 4.498378 0.0 -0.1 0.1
H 2.205774 5.083017 -3.136654 0.1 -0.1 0.0
H 1.087874 -5.266036 -2.569725 -0.1 0.0 -0.1
H -4.197080 -4.370331 -1.716867 0.1 0.0 -0.1
H 1.383404 0.401136 3.271886 -0.1 0.1 0.1
H 2.987733 1.260838 -2.847330 0.0 0.0 0.0
H -1.077193 5.656293 4.457395 0.0 0.1 0.1
H 0.573968 -0.174965 -3.320582 0.0 0.0 -0.1
H -2.510291 -3.830747 -1.927495 -0.1 0.0 0.0
H 1.837785 0.099203 0.751620 0.0 0.0 0.0
H 1.495504 2.055453 0.570956 -0.1 0.1 0.1
H -0.968345 5.600614 0.183257 0.0 0.0 0.0
H 0.421751 -2.585827 -3.113684 0.0 -0.1 -0.1
H -2.604739 -6.309642 -2.152752 0.0 0.0 0.0
H -1.190677 7.912320 0.633163 0.0 0.0 0.0
H -0.471024 -4.427461 -2.442560 0.0 -0.1 0.0
H -3.499548 -6.423575 -0.621134 -0.1 0.0 -0.1
H 1.668828 1.879003 4.224729 -0.1 0.0 0.0
H 3.495103 1.760089 -1.243271 0.0 0.0 0.0
H -2.579557 8.583835 1.524026 0.0 -0.1 -0.1
H 1.068054 4.013137 -2.406625 0.1 -0.1 0.0
H 0.013799 1.221451 4.057790 0.0 0.0 0.0

---

[4]
62
Properties=species:S:1:pos:R:3:forces:R:3 method="wB97M-V/def2-TZVPD" homo_ev=-7.49 e_tot_ha=-4085.0055 gap_ev=7.89
Pt -0.060774 0.076804 -0.745899 0.0 0.0 -0.2
Te -0.638206 -1.196264 1.362796 0.0 0.0 0.2
As 3.408211 -0.865483 -0.542648 0.0 0.0 0.0
S -0.474277 -1.622962 -2.329701 0.0 0.1 0.0
O 0.708438 1.815014 -0.097786 -0.1 0.1 0.1
N 0.547747 0.661402 -2.609321 -0.1 0.0 0.0
C 3.898042 1.022088 -0.356840 0.0 0.0 0.0
C -2.777239 -2.644549 -0.313712 0.0 0.0 0.0
C 1.524260 1.771069 -4.432608 0.0 0.0 0.0
C -2.122802 -0.131433 3.796612 0.0 0.0 0.0
C -2.236598 -0.283064 2.421627 0.0 0.0 -0.1
C -3.164637 0.435548 4.520145 0.0 0.0 0.0
C 3.712680 -0.969039 -2.480677 0.0 0.0 0.0
C -2.547613 -5.078828 1.008921 0.0 0.0 0.0
C 1.093436 3.963182 0.735159 0.0 0.0 0.0
C -3.593059 -3.709315 -0.667166 0.0 0.0 0.0
C -3.389010 0.134106 1.768018 0.0 0.0 0.0
C 5.143294 -1.622240 -0.004304 0.0 0.0 0.0
C 0.712251 2.071115 2.305868 0.0 0.0 0.0
C 1.148591 1.738660 -3.104366 0.0 0.0 -0.1
C 0.284480 -0.428989 -3.349426 0.0 0.0 0.0
C -1.732620 -4.014935 1.370078 0.0 0.0 0.0
C -4.318866 0.843239 3.869636 0.0 0.0 0.0
C -1.181567 2.951300 0.903941 0.0 0.0 0.0
C 0.316092 2.663041 0.951594 0.0 0.0 0.0
C 1.260587 0.653901 -5.226551 0.0 0.0 0.0
C -4.430316 0.691550 2.493444 0.0 0.0 0.0
C -3.479734 -4.924287 -0.006534 0.0 0.0 0.0
C 0.640508 -0.461055 -4.694962 0.0 0.0 0.0
C -1.850149 -2.797614 0.709492 0.0 0.0 0.0
H 5.969197 -1.141499 -0.530555 0.0 0.0 0.0
H 1.767378 1.792814 2.279489 0.0 0.0 0.0
H -2.452742 -6.027479 1.521115 0.0 0.0 0.0
H 2.165987 3.759657 0.746825 0.0 0.0 0.0
H 0.122184 1.184062 2.540473 0.0 0.0 0.0
H 1.306413 2.547191 -2.402040 0.0 0.0 0.0
H 3.610703 -1.998885 -2.822665 0.0 0.0 0.0
H -5.326772 1.016914 1.981588 0.0 0.0 0.0
H -4.114744 -5.754359 -0.287772 0.0 0.0 0.0
H 4.038346 1.269527 0.695843 0.0 0.0 0.0
H 5.277897 -1.487682 1.068907 0.0 0.0 0.0
H 3.070373 1.626591 -0.723601 0.0 0.0 0.0
H 1.552330 0.657682 -6.269230 0.0 0.0 0.0
H 0.833295 4.388505 -0.236007 0.0 0.0 0.0
H 0.549003 2.779951 3.121017 0.0 0.0 0.0
H -1.748980 2.025308 0.996552 0.0 0.0 0.0
H -1.436814 3.412322 -0.052543 0.0 0.0 0.0
H -1.223643 -0.450058 4.310816 0.0 0.0 0.0
H 2.010421 2.645906 -4.838406 0.0 0.0 0.0
H 5.154487 -2.690665 -0.219353 0.0 0.0 0.0
H -1.007855 -4.137017 2.165789 0.0 0.0 0.0
H 4.814434 1.239667 -0.907644 0.0 0.0 0.0
H -3.071417 0.554819 5.591758 0.0 0.0 0.0
H 0.867741 4.699215 1.509465 0.0 0.0 0.0
H 4.709303 -0.601331 -2.728799 0.0 0.0 0.0
H -1.487625 3.622748 1.710503 0.0 0.0 0.0
H 0.438941 -1.342700 -5.286470 0.0 0.0 0.0
H -2.844746 -1.707796 -0.850993 0.0 0.0 0.0
H -5.131179 1.283696 4.432945 0.0 0.0 0.0
H -4.311440 -3.589289 -1.467715 0.0 0.0 0.0
H -3.472254 0.041946 0.692801 0.0 0.0 0.0
H 2.970630 -0.361726 -2.996923 0.0 0.0 0.0